(A)
Entry from the Open Molecules 2025 dataset: a single C6H8 molecule (ωB97M-V with the def2-TZVPD basis set).

The geometry in ORCA input format:
```
! wB97M-V def2-TZVPD RIJCOSX def2/J DEFGRID3
* xyz 0 1
C 0.52315 -0.47468 -1.53567
C -0.53280 -1.12823 -1.13624
C -1.58707 -1.51033 -0.47272
C 0.61069 0.33726 0.88567
C 0.00473 1.20446 1.69063
C 0.97895 0.61247 -0.55126
H 0.96442 -0.65671 -2.51961
H -2.49481 -0.91908 -0.54774
H -1.56497 -2.36094 0.19975
H 0.97015 -0.61024 1.29025
H -0.04976 1.04142 2.76374
H -0.43232 2.12860 1.31653
H 0.54318 1.57877 -0.84266
H 2.06646 0.75723 -0.54069
*
```

Results
* LUMO level: 1.169 eV
* E_HOMO: -9.373 eV
* SMILES: C=C=CCC=C
* orbital gap: 10.5420 eV

Results of the natural (NBO) charge analysis, in e, for atoms 1 through 6: -0.30, 0.10, -0.48, -0.15, -0.41, -0.46


(B)
Entry from the Open Molecules 2025 dataset: a single C6H8 molecule (ωB97M-V with the def2-TZVPD basis set).

The geometry in ORCA input format:
```
! wB97M-V def2-TZVPD RIJCOSX def2/J DEFGRID3
* xyz 0 1
C 0.61954 -1.32141 -0.96152
C 1.53240 -1.29074 -0.02489
C 0.74237 1.04888 0.60177
C 0.23272 1.26384 -0.82863
C 0.18132 -0.13014 -0.11842
C -1.07146 -0.57503 0.61012
H -0.02507 -2.09868 -1.40991
H -0.16004 1.28359 1.15988
H 1.71181 1.23320 1.08547
H -0.71011 1.71355 -1.02506
H 1.11382 1.30116 -1.48063
H -0.73872 -1.18106 1.39211
H -1.64740 -1.40489 0.04390
H -1.78117 0.15775 0.95579
*
```

Results
* LUMO level: 0.985 eV
* E_HOMO: -9.308 eV
* orbital gap: 10.2928 eV

Results of the natural (NBO) charge analysis, in e, for atoms 1 through 6: -0.41, 0.04, -0.33, -0.39, -0.14, -0.60


Which is the most stable structure? (A) is the most stable.


(A)
Entry from the Open Molecules 2025 dataset: 10 unconnected molecules or ions with the total composition C40H50N10 (ωB97M-V with the def2-TZVPD basis set).

The geometry in ORCA input format:
```
! wB97M-V def2-TZVPD RIJCOSX def2/J DEFGRID3
* xyz 0 1
N -23.26933 8.51581 -17.51223
C -22.60427 7.84006 -18.59313
C -22.39468 6.55344 -18.13016
C -22.96319 6.42297 -16.87837
C -23.59245 7.61703 -16.52829
H -23.64817 9.44894 -17.58870
H -22.50551 8.33317 -19.54889
H -21.90725 5.78266 -18.70871
H -22.92734 5.49156 -16.33285
H -24.13662 7.90003 -15.63936
N -18.00534 0.69059 -2.81067
C -18.52004 1.84082 -2.32304
C -18.29926 1.84774 -1.00845
C -17.52816 0.68285 -0.71037
C -17.42317 -0.05498 -1.87153
H -18.17054 0.41019 -3.76680
H -19.00098 2.41072 -3.10426
H -18.62132 2.59922 -0.30278
H -17.22755 0.40249 0.28834
H -17.08590 -1.05476 -2.10193
N -19.74933 11.27556 -10.03569
C -21.14548 11.24762 -10.22956
C -21.67209 12.10392 -9.16972
C -20.61466 12.48735 -8.31882
C -19.43918 11.96987 -8.87858
H -19.13818 10.68404 -10.58041
H -21.63691 10.73459 -11.04300
H -22.72194 12.35710 -9.15853
H -20.59516 13.07762 -7.41462
H -18.42271 12.06933 -8.52746
N -24.50562 6.50446 -2.09436
C -24.49478 7.65790 -2.79822
C -23.20536 7.91571 -3.10301
C -22.45836 6.81443 -2.72329
C -23.29035 5.92755 -2.12846
H -25.37116 6.13483 -1.72786
H -25.35245 8.30327 -2.91776
H -22.82894 8.80022 -3.59529
H -21.41727 6.60915 -2.92424
H -23.19025 4.93400 -1.71707
N -30.01648 9.14698 -13.50149
C -29.29062 10.17426 -12.98054
C -28.14111 9.68642 -12.42414
C -28.21678 8.33317 -12.40700
C -29.35843 7.98041 -13.10113
H -30.92082 9.16056 -13.95105
H -29.56755 11.19452 -13.20140
H -27.36149 10.26191 -11.94727
H -27.47199 7.67300 -11.98764
H -29.84406 7.03170 -13.27583
N -27.14498 0.57929 -14.20270
C -26.69081 1.81516 -14.55526
C -26.58997 1.82830 -15.94635
C -26.84330 0.52874 -16.42327
C -27.31191 -0.22246 -15.33348
H -27.48194 0.42261 -13.26354
H -26.49404 2.57620 -13.81466
H -26.47809 2.69355 -16.58292
H -26.84849 0.18071 -17.44564
H -27.74142 -1.20911 -15.24167
N -18.06341 7.35795 -14.43083
C -17.52914 8.31427 -15.26151
C -16.29122 8.70348 -14.69275
C -16.08991 7.94201 -13.52684
C -17.23820 7.12867 -13.36974
H -18.97900 6.93303 -14.46614
H -18.19781 8.71411 -16.00944
H -15.63289 9.51086 -14.97760
H -15.18713 8.00975 -12.93795
H -17.47504 6.39255 -12.61579
N -23.43022 5.42967 -7.40247
C -22.76577 4.22615 -7.45429
C -22.65703 3.95910 -8.83550
C -23.11201 5.07517 -9.56158
C -23.68341 5.94160 -8.62842
H -23.78580 5.76949 -6.52032
H -22.51200 3.64105 -6.58271
H -22.25790 3.09233 -9.34127
H -23.25548 5.10330 -10.63164
H -24.24359 6.85635 -8.75426
N -18.46242 -3.19761 -6.86557
C -17.11383 -3.30389 -6.62113
C -16.61299 -2.08522 -6.98842
C -17.59456 -1.30480 -7.51408
C -18.75015 -2.03288 -7.52259
H -19.14258 -3.90740 -6.63388
H -16.78215 -4.18099 -6.08531
H -15.64737 -1.68535 -6.71626
H -17.48507 -0.28336 -7.84734
H -19.73537 -1.76337 -7.87344
N -28.82056 -1.13901 -8.13922
C -29.70344 -0.17033 -8.53265
C -28.90597 0.96874 -8.73515
C -27.58905 0.70552 -8.37171
C -27.53518 -0.60695 -7.97377
H -29.10600 -2.06385 -7.85059
H -30.75811 -0.35109 -8.67889
H -29.29486 1.87920 -9.16670
H -26.79097 1.42979 -8.44181
H -26.65937 -1.10194 -7.58091
*
```

Results
* LUMO level: 0.269 eV
* E_HOMO: -7.925 eV
* SMILES: c1cc[nH]c1.c1cc[nH]c1.c1cc[nH]c1.c1cc[nH]c1.c1cc[nH]c1.c1cc[nH]c1.c1cc[nH]c1.c1cc[nH]c1.c1cc[nH]c1.c1cc[nH]c1
* orbital gap: 8.1934 eV

Results of the Löwdin charge analysis, in e, for atoms 1 through 6: -0.01, -0.10, -0.15, -0.14, -0.13, 0.14


(B)
Entry from the Open Molecules 2025 dataset: 10 unconnected molecules or ions with the total composition C40H50N10 (ωB97M-V with the def2-TZVPD basis set).

The geometry in ORCA input format:
```
! wB97M-V def2-TZVPD RIJCOSX def2/J DEFGRID3
* xyz 0 1
N 0.50025 0.61835 0.95348
C 1.66525 0.69035 0.39848
C 1.79225 -0.24565 -0.80852
C 0.40925 -0.91465 -0.86052
C -0.33475 -0.28565 0.26848
H 0.29725 1.12635 1.73548
H 2.43525 1.28835 0.82448
H 2.64525 -0.39565 -1.41452
H 0.07125 -1.65465 -1.48852
H -1.45275 -0.55465 0.58348
N -4.44575 0.84635 3.50048
C -4.52975 1.29835 2.19548
C -4.27575 0.17735 1.27648
C -3.98675 -0.93465 2.14848
C -4.11275 -0.43765 3.58848
H -4.41875 1.37035 4.32248
H -4.86675 2.35635 1.82448
H -4.01075 0.28235 0.18748
H -3.70175 -1.85565 1.85348
H -4.00975 -0.88665 4.46548
N -0.82475 0.44635 -6.59852
C -0.93575 1.04835 -5.31452
C -0.75875 -0.01665 -4.20452
C -0.51175 -1.21365 -4.97152
C -0.56075 -0.91465 -6.44052
H -1.19675 1.10235 -7.37352
H -1.15975 2.11135 -5.03652
H -0.87575 0.19735 -3.23152
H -0.14875 -2.07765 -4.51052
H -0.58475 -1.55265 -7.31552
N 6.38225 4.99835 -2.52352
C 6.24825 5.45235 -1.29752
C 5.40525 4.53135 -0.58852
C 4.83825 3.52835 -1.53152
C 5.62925 3.87235 -2.79752
H 6.96225 5.44735 -3.38252
H 6.45425 6.46235 -0.85552
H 5.24125 4.67135 0.53248
H 4.17925 2.67835 -1.14552
H 5.84225 3.22535 -3.67252
N -4.26875 -1.24065 -3.53852
C -3.41075 -1.41365 -2.41652
C -4.08475 -2.41065 -1.49352
C -5.23275 -2.99365 -2.30452
C -5.32575 -2.15165 -3.52252
H -4.08375 -0.66665 -4.29752
H -2.43275 -0.74465 -2.32852
H -3.83975 -2.48765 -0.51052
H -6.01475 -3.81265 -2.22452
H -5.94975 -2.00365 -4.34352
N -0.94275 -4.16165 3.64948
C -1.50575 -4.97365 4.63148
C -3.02675 -5.28865 4.17948
C -3.27275 -4.23065 3.04148
C -1.89575 -3.68065 2.73748
H 0.01425 -3.74765 3.45348
H -0.78975 -5.47165 5.29248
H -3.88475 -5.99065 4.59648
H -4.25775 -4.04965 2.49748
H -1.61875 -2.88765 2.08448
N 1.47625 -6.38565 -1.76352
C 2.46925 -5.39865 -1.59852
C 1.77325 -4.15565 -1.15952
C 0.40825 -4.56465 -0.81652
C 0.12525 -5.87165 -1.33852
H 1.66425 -7.15865 -2.19352
H 3.28525 -5.70465 -1.87952
H 2.43425 -3.04565 -1.16452
H -0.35475 -3.92165 -0.50252
H -0.71675 -6.39465 -1.41552
N 4.84325 3.80635 4.38948
C 5.45725 3.78435 3.11148
C 5.14925 2.44235 2.50348
C 4.29225 1.68735 3.47748
C 4.25425 2.58835 4.67648
H 5.14225 4.44635 5.14048
H 5.99825 4.63435 2.77048
H 5.46025 2.06535 1.59748
H 3.84325 0.95635 3.30148
H 3.68125 2.37735 5.64048
N -1.40275 1.27235 3.12748
C -0.77075 2.42635 2.48048
C 0.64125 2.32735 2.94448
C 0.82925 1.12135 3.75848
C -0.55075 0.53535 3.99648
H -2.17175 1.01035 3.14448
H -1.20475 3.06835 1.74148
H 1.58825 2.96735 2.87148
H 1.61625 0.40635 4.19248
H -0.88475 -0.38565 4.44248
N -0.17475 2.04535 -1.04452
C -1.57175 2.30335 -0.93852
C -1.88475 3.27635 -2.00352
C -0.64075 3.53135 -2.82052
C 0.37925 2.66235 -2.12852
H 0.27325 1.28435 -0.40452
H -2.29675 1.95435 -0.26252
H -2.82875 3.79035 -2.21752
H -0.54875 4.19535 -3.70152
H 1.44725 2.54135 -2.43352
*
```

Results
* LUMO level: 0.631 eV
* E_HOMO: -7.159 eV
* SMILES: c1cc[nH]c1.c1cc[nH]c1.c1cc[nH]c1.c1cc[nH]c1.c1cc[nH]c1.c1cc[nH]c1.c1cc[nH]c1.c1cc[nH]c1.c1cc[nH]c1.c1cc[nH]c1
* orbital gap: 7.7901 eV

Results of the Löwdin charge analysis, in e, for atoms 1 through 6: -0.07, -0.15, 0.00, -0.04, -0.09, -0.02


(C)
Entry from the Open Molecules 2025 dataset: 10 unconnected molecules or ions with the total composition C40H50N10 (ωB97M-V with the def2-TZVPD basis set).

The geometry in ORCA input format:
```
! wB97M-V def2-TZVPD RIJCOSX def2/J DEFGRID3
* xyz 0 1
N -0.35174 0.89741 -0.69114
C 0.81326 0.19641 -0.31014
C 0.43926 -1.24459 -0.50314
C -0.85674 -1.27159 -1.24414
C -1.35374 0.08641 -1.25114
H -0.36074 1.87341 -0.84414
H 1.64926 0.84741 0.28986
H 1.06426 -2.21559 -0.26114
H -1.36574 -2.26659 -1.62014
H -2.27874 0.48641 -1.61814
N -1.53274 -0.13259 1.78386
C -1.25174 0.55941 2.88786
C -2.16674 0.20341 4.04286
C -3.13074 -0.78159 3.43286
C -2.78874 -0.88959 2.00986
H -1.06074 -0.14059 0.88686
H -0.59474 1.28841 2.73386
H -2.25974 0.62841 4.98486
H -3.83274 -1.29959 3.81886
H -3.29174 -1.58359 1.27386
N 3.61726 3.17841 2.79886
C 3.40026 4.34441 3.47186
C 2.09426 4.23141 4.28986
C 1.58526 2.82741 3.90986
C 2.51626 2.40841 2.83686
H 4.45326 3.05641 2.21786
H 4.04826 5.35741 3.75186
H 1.83026 4.97941 5.01386
H 0.74026 2.21941 4.13086
H 2.33626 1.67641 2.17186
N -3.96274 -0.74059 -7.08514
C -3.09374 -0.16059 -6.15414
C -3.11274 -0.91059 -4.91814
C -4.30274 -1.98459 -5.08214
C -4.70774 -1.82359 -6.48014
H -4.11774 -0.41659 -7.99414
H -2.71274 0.76841 -6.52714
H -2.48374 -0.41859 -4.04614
H -4.49074 -2.79559 -4.30714
H -5.41774 -2.52659 -6.98014
N 5.50826 -2.01159 1.78886
C 5.36326 -1.52159 0.42186
C 3.99026 -1.14859 0.29586
C 3.30026 -1.33459 1.58286
C 4.29626 -1.90259 2.52386
H 6.34726 -2.30659 2.17586
H 6.22126 -1.67659 -0.27714
H 3.77726 -0.51159 -0.57514
H 2.29926 -1.23359 1.80986
H 4.48626 -2.25159 3.45786
N 0.26926 -1.92559 3.54786
C 1.08426 -1.95859 4.63286
C 2.04426 -3.05459 4.54786
C 1.76126 -3.70559 3.17986
C 0.44526 -2.98159 2.62386
H -0.54274 -1.22559 3.29086
H 1.09726 -1.28559 5.58886
H 2.85026 -3.17659 5.41886
H 2.34626 -4.69959 2.80086
H -0.11774 -3.02659 1.84086
N 3.79426 -4.25559 0.45486
C 3.70926 -5.25959 1.40486
C 2.94126 -6.50859 0.77886
C 2.68426 -5.96359 -0.60214
C 3.09226 -4.58359 -0.66114
H 4.36026 -3.38159 0.75786
H 3.95426 -5.21659 2.41886
H 2.76926 -7.33159 1.43986
H 2.42826 -6.28959 -1.49214
H 3.05126 -3.92359 -1.58414
N -5.60974 3.51741 -0.43014
C -5.43474 2.38241 -1.23414
C -5.11074 1.22441 -0.34714
C -4.86974 1.77441 1.01386
C -5.28374 3.20241 0.89886
H -5.75274 4.40141 -0.69214
H -5.54974 2.41041 -2.33314
H -4.86174 0.23141 -0.53114
H -4.51074 1.17741 2.02086
H -5.33574 4.11241 1.73086
N 0.52626 1.10141 -3.52514
C 0.43726 0.44341 -4.80814
C 1.20126 1.38441 -5.84314
C 1.95026 2.29141 -4.97914
C 1.49526 2.14241 -3.48114
H 0.05326 0.85241 -2.71314
H -0.21074 -0.38859 -4.89014
H 1.25826 1.25941 -6.90414
H 2.69126 2.89241 -5.51114
H 1.70926 2.55641 -2.51214
N -2.33574 3.56041 -0.45614
C -1.53074 4.17541 -1.48514
C -0.22874 4.33341 -0.92014
C -0.24774 3.83441 0.47586
C -1.60374 3.33441 0.73886
H -3.33174 3.45341 -0.57914
H -2.03374 4.34641 -2.56314
H 0.58626 4.68141 -1.46214
H 0.63626 3.62641 1.30086
H -2.02174 2.82641 1.60686
*
```

Results
* LUMO level: 0.548 eV
* E_HOMO: -7.261 eV
* SMILES: c1cc[nH]c1.c1cc[nH]c1.c1cc[nH]c1.c1cc[nH]c1.c1cc[nH]c1.c1cc[nH]c1.c1cc[nH]c1.c1cc[nH]c1.c1cc[nH]c1.c1cc[nH]c1
* orbital gap: 7.8087 eV

Results of the Löwdin charge analysis, in e, for atoms 1 through 6: -0.06, -0.09, -0.08, -0.08, -0.15, 0.06


Which is the most stable structure? (A) is the most stable.